# 1
15
Properties=species:S:1:pos:R:3 method="wB97M-V/def2-TZVPD" smiles="COP(N)S.C=S" de_lowest_kcal_mol=45.0 orbital_gap_ev=8.16 molar_mass_g_mol=157.20 lumo_ha=-0.01603
C 0.2503 0.3657 -1.8312
C -3.4614 -0.1671 0.7999
N 1.6464 -1.4221 1.1888
O 0.7231 -0.4945 -0.8199
P 1.0430 0.0510 0.6830
S 2.8182 1.2369 0.2157
S -2.7794 1.1846 0.2670
H 0.9652 1.1700 -2.0252
H -0.7150 0.8003 -1.5634
H 0.1409 -0.2476 -2.7254
H -3.1131 -0.6606 1.6965
H 2.5492 2.1567 1.1244
H -4.2976 -0.6159 0.2798
H 1.9266 -1.4963 2.1560
H 2.3037 -1.8611 0.5540

---

# 2
38
Properties=species:S:1:pos:R:3 method="wB97M-V/def2-TZVPD" de_lowest_kcal_mol=15.2 orbital_gap_ev="3.34 / 7.67" total_charge=-1 molar_mass_g_mol=224.25 lumo_ha="0.12003 / 0.11032" spin_multiplicity=2
N -0.2500 -2.2025 0.0298
C 0.2425 -1.0666 0.7839
C 0.1245 0.2925 0.1092
N -0.6302 1.2536 0.8362
C -2.0494 0.9822 1.0266
C -2.8394 0.7216 -0.2468
C -0.3651 2.6477 0.4903
O 0.9912 0.6496 -0.7472
H -1.1049 -2.1338 -0.5077
H 0.4048 -2.8423 -0.4007
H 1.2795 -1.2580 1.1034
H -0.4498 -0.9522 1.6227
H -2.5327 1.8068 1.5532
H -2.0969 0.1323 1.6987
H -2.5154 -0.2117 -0.7023
H -3.8790 0.5952 0.0560
H -2.8155 1.4957 -0.9993
H -1.0131 3.0083 -0.3270
H -0.6090 3.2025 1.3889
H 0.6216 2.8543 0.1032
H 3.0443 -3.4951 -0.9085
H 2.6052 -2.0559 -1.1589
O 2.3049 -2.9773 -1.2470
H 1.2648 3.3594 2.9468
H 2.0365 3.0091 1.8250
O 1.8437 3.8313 2.3279
H 2.3511 0.5364 -2.4609
H 1.5195 -0.6038 -2.4418
O 2.3839 -0.3663 -2.8270
H 0.5138 -2.8667 -2.7999
H 1.1775 -1.8593 -3.7510
O 0.3277 -2.1186 -3.3783
H 3.2975 1.4504 0.9142
H 2.2007 0.5380 1.5941
O 2.8785 1.2055 1.7433
H -3.9072 -2.0564 0.3323
H -2.7969 -2.5566 1.1929
O -3.5592 -1.9493 1.2255

---

# 3
62
Properties=species:S:1:pos:R:3 method="wB97M-V/def2-TZVPD" de_lowest_kcal_mol=0.0 orbital_gap_ev=9.31 molar_mass_g_mol=481.56 lumo_ha=-0.03620
N -2.7498 31.4585 23.7573
H -3.5496 31.6813 23.0183
H -2.1391 30.8401 23.3211
H -3.0987 30.9606 24.6340
H -2.6841 32.4642 24.2691
F -4.1709 32.9354 25.6983
C -5.1959 37.3511 28.0147
C -6.0738 36.1105 27.8574
C -5.5171 34.8400 28.5185
O -6.7660 34.2838 29.1202
C -7.7831 35.0743 28.7748
O -8.9318 34.8048 28.9125
O -7.3503 36.2824 28.2949
H -5.6670 37.9027 27.3161
H -4.1771 37.6501 27.4864
H -5.4646 37.8707 29.0112
H -6.1503 35.9600 26.5634
H -4.8214 35.0425 29.2126
H -5.1820 34.1170 27.6337
C -8.0019 31.7029 26.1958
C -7.5023 32.9266 25.4609
C -7.0710 32.6060 24.0132
O -8.0120 33.2165 23.1998
C -8.8255 33.9444 23.8744
O -9.9091 34.5016 23.4695
O -8.4546 33.9223 25.1524
H -8.9059 31.3558 25.7479
H -8.1947 31.9439 27.2061
H -7.3303 30.8990 25.8789
H -6.5713 33.3223 25.9442
H -7.3508 31.5987 23.5819
H -6.1118 32.8955 23.8032
C -4.2965 28.2118 28.0237
C -4.9912 29.4224 27.3942
C -4.7028 30.5744 28.3032
S -3.5822 30.0173 29.5964
O -4.3178 29.5408 30.6864
O -2.5221 30.9480 29.6494
C -3.0155 28.6320 28.6490
H -4.2919 27.5434 27.2463
H -4.7886 27.6682 28.7835
H -5.9730 29.0862 27.0849
H -4.4655 29.8405 26.5123
H -5.5638 30.8188 28.9167
H -4.1788 31.3433 27.7801
H -2.7154 27.9887 29.3715
H -2.3157 29.1211 27.9056
C -5.6629 36.1404 22.6216
C -4.7227 36.1598 23.8430
C -3.2650 36.3824 23.3919
S -3.1497 35.5302 21.7676
O -2.5846 34.2052 21.9332
O -2.6140 36.3801 20.8337
C -4.8894 35.2656 21.6053
H -5.9368 37.2558 22.5097
H -6.6811 35.6451 22.9303
H -4.7501 35.3056 24.3148
H -5.1643 36.8781 24.5806
H -2.7136 35.9367 24.1528
H -2.9905 37.4692 23.0929
H -5.1690 34.1507 21.7545
H -5.0008 35.4545 20.5403

---

| no. | largest force on an atom (eV/A) |
| --- | --- |
| 1 | 0.571 |
| 2 | 2.387 |
| 3 | 6.776 |